{"formula": "C26H39N5O10P2ReS2", "method": "ωB97M-V/def2-TZVPD", "elements": ["Re", "O", "C", "O", "C", "C", "C", "C", "C", "N", "C", "O", "O", "H", "H", "H", "N", "C", "N", "C", "C", "S", "C", "C", "S", "C", "N", "N", "H", "H", "H", "H", "H", "H", "C", "C", "C", "O", "P", "O", "C", "P", "O", "O", "C", "C", "C", "O", "C", "C", "C", "O", "C", "C", "C", "H", "H", "H", "H", "H", "H", "H", "H", "H", "H", "H", "H", "H", "H", "H", "H", "H", "H", "H", "H", "H", "H", "H", "H", "H", "H", "H", "H", "H", "H"], "coordinates": [[0.440706, 0.240352, 0.023974], [-3.309370, 1.261731, 1.162764], [-2.133874, 1.099344, 1.069672], [-1.491687, 0.585121, -0.016394], [-1.181094, 1.422917, 2.171083], [-1.509022, 1.811940, 3.447811], [-0.499347, 1.859992, 4.403008], [0.796462, 1.461085, 4.076899], [1.048143, 1.094230, 2.782398], [0.089376, 1.133334, 1.850942], [2.290557, 0.479810, 2.256585], [3.222310, 0.198402, 2.935764], [2.189543, 0.235458, 0.908654], [-2.543506, 2.045685, 3.671974], [-0.729934, 2.167259, 5.415662], [1.597095, 1.411431, 4.805774], [-0.230779, 3.682447, 0.255577], [-0.040448, 3.159874, -0.963182], [0.432936, 1.945697, -1.203464], [0.576389, 1.723664, -2.578078], [0.176528, 2.719897, -3.356538], [-0.376711, 4.042821, -2.391529], [1.204547, 0.452374, -2.873542], [1.607814, -0.084141, -4.010700], [2.418491, -1.590898, -3.718846], [2.171515, -1.419882, -2.035219], [1.482903, -0.316556, -1.722440], [2.664430, -2.265379, -1.146813], [0.060595, 3.191357, 1.075062], [-0.620917, 4.600724, 0.365794], [0.181631, 2.774822, -4.436782], [1.503639, 0.308290, -5.012547], [2.989302, -3.164350, -1.448311], [2.423491, -2.159695, -0.172641], [-1.293218, -1.996056, 5.296252], [-1.385904, -2.852874, 4.060698], [-1.847164, -4.264221, 4.339764], [-0.013544, -2.906271, 3.488064], [0.300475, -2.712774, 1.988452], [-0.082808, -1.331213, 1.523799], [-0.648908, -3.909919, 1.055694], [-0.794136, -3.493109, -0.711415], [-0.345772, -2.100207, -0.957258], [0.126350, -4.518904, -1.459774], [-0.276560, -5.908373, -1.806557], [-0.710214, -5.929670, -3.252671], [0.911180, -6.787316, -1.521142], [-2.224612, -3.911405, -1.130705], [-3.554944, -3.268780, -0.982373], [-4.531658, -4.388314, -0.738463], [-3.573361, -2.213412, 0.099548], [1.824380, -2.993288, 1.844628], [2.765440, -3.959826, 2.533005], [3.328280, -4.905635, 1.500474], [2.123893, -4.699657, 3.682329], [-2.285869, -1.878565, 5.736744], [-0.894143, -1.009559, 5.057922], [-0.639607, -2.469228, 6.034413], [-2.038935, -2.368367, 3.330754], [-1.185433, -4.734344, 5.072079], [-1.862954, -4.886010, 3.438984], [-2.858006, -4.242309, 4.753747], [-1.663773, -3.924408, 1.470052], [-0.207281, -4.903389, 1.176712], [-1.114695, -6.187151, -1.163177], [0.119837, -5.626439, -3.899973], [-1.551304, -5.254999, -3.419259], [-1.016844, -6.940653, -3.531246], [1.775890, -6.457960, -2.107236], [0.682244, -7.818199, -1.801644], [1.176394, -6.776399, -0.459830], [-3.752803, -2.812188, -1.945273], [-4.400427, -4.806231, 0.266002], [-4.404066, -5.186473, -1.471922], [-5.550900, -4.004912, -0.822370], [-3.408538, -2.659718, 1.088376], [-4.556029, -1.739092, 0.110997], [-2.831189, -1.434939, -0.078062], [3.544129, -3.306145, 2.908184], [2.525335, -5.337506, 0.892371], [3.849743, -5.720941, 2.002981], [4.052426, -4.408920, 0.857531], [1.345656, -5.395669, 3.342544], [1.698413, -4.024390, 4.420086], [2.907347, -5.280556, 4.168421]], "atomic_forces_ev_per_a": [[-0.136, -0.487, -0.542], [-0.171, -0.081, -0.162], [0.074, -0.106, -0.741], [-0.028, 0.110, 1.235], [0.735, -0.445, -0.069], [-0.169, 0.175, 0.195], [0.062, 0.044, 0.145], [-0.123, 0.167, 0.472], [-0.611, 0.132, -0.716], [-0.287, 0.200, 0.639], [0.268, -0.243, -1.036], [0.317, -0.120, -0.013], [-0.187, 0.499, 0.953], [0.086, -0.020, 0.039], [0.011, -0.014, -0.039], [-0.087, 0.025, -0.030], [-0.204, 0.018, -0.260], [0.124, -0.003, 0.035], [0.150, -0.171, 0.186], [0.277, -0.566, 0.578], [-0.232, 0.564, -0.622], [-0.065, 0.208, -0.183], [-0.134, 0.084, 1.142], [0.282, -0.417, -1.009], [0.071, -0.045, -0.333], [-0.265, 0.552, 0.000], [0.031, -0.152, 0.255], [-0.105, -0.066, 0.198], [0.166, -0.032, 0.088], [0.008, 0.093, -0.018], [-0.005, 0.049, 0.180], [0.050, -0.090, 0.121], [0.107, -0.162, -0.017], [0.028, 0.010, 0.119], [0.045, -0.010, 0.185], [0.134, 0.040, -0.110], [0.073, -0.148, 0.040], [-0.639, -0.025, 0.648], [-0.154, 0.251, -0.456], [0.723, -0.109, -0.118], [-0.054, -0.061, 0.006], [0.450, 0.279, -0.102], [-0.534, -0.260, -0.363], [-0.006, -0.211, -0.072], [-0.080, 0.166, 0.046], [0.054, 0.108, -0.128], [0.253, -0.065, 0.018], [-0.563, 0.023, -0.080], [0.135, -0.056, 0.091], [-0.076, -0.192, 0.090], [0.133, 0.008, 0.121], [0.238, -0.102, -0.129], [-0.209, -0.062, 0.172], [-0.147, 0.089, -0.307], [-0.174, -0.013, 0.105], [0.077, -0.006, -0.018], [-0.032, -0.030, -0.013], [-0.073, 0.066, -0.054], [0.062, 0.029, -0.144], [-0.080, 0.017, -0.059], [-0.005, 0.103, 0.145], [0.084, 0.001, -0.025], [0.197, -0.026, -0.011], [-0.130, 0.010, 0.000], [0.012, 0.092, 0.021], [-0.118, -0.064, 0.078], [0.054, -0.057, 0.013], [0.036, 0.080, 0.026], [-0.102, -0.069, 0.079], [0.023, 0.093, 0.033], [-0.026, -0.002, -0.111], [0.101, 0.088, -0.198], [-0.027, 0.028, -0.131], [-0.030, 0.080, 0.044], [0.069, -0.036, 0.035], [-0.077, 0.065, -0.105], [0.039, -0.035, 0.013], [-0.018, -0.043, -0.005], [0.019, 0.206, 0.025], [0.128, 0.020, 0.071], [-0.027, 0.052, 0.002], [-0.047, 0.028, -0.140], [0.136, 0.105, 0.048], [0.114, -0.111, -0.020], [0.002, -0.045, -0.044]], "mulliken_spin": [0.895, 0.016, -0.002, 0.013, 0.001, -0.002, 0.002, -0.005, 0.016, -0.036, -0.018, 0.029, -0.007, 0.000, 0.000, 0.000, 0.021, 0.023, -0.028, -0.001, 0.000, 0.000, 0.015, 0.004, 0.000, 0.005, -0.031, 0.001, -0.002, -0.001, 0.001, 0.000, 0.001, -0.001, 0.000, 0.000, 0.000, 0.001, 0.000, 0.072, -0.004, 0.011, 0.015, 0.000, 0.000, 0.000, 0.000, -0.001, 0.000, 0.000, 0.003, -0.001, 0.000, 0.000, 0.000, 0.000, 0.000, 0.000, 0.001, 0.000, 0.000, 0.000, 0.000, 0.000, 0.000, 0.000, 0.000, 0.000, 0.000, 0.000, 0.000, 0.000, 0.000, 0.000, 0.000, 0.000, 0.000, -0.005, 0.000, 0.000, 0.000, 0.000, 0.000, 0.000, 0.000], "max_force_ev_per_a": 1.24, "total_charge": 2, "homo_ev": [-13.5, -13.4], "total_energy_ev": -97894.1375, "gap_ha": [0.25655, 0.26326], "spin_multiplicity": 2}